No. 1
The following is a DFT calculation (ωB97M-V with the def2-TZVPD basis set) of one molecule with the formula C11H10N2O2 at a distorted geometry.

Positions of all 25 atoms, in Å:
C 3.38 0.13 1.01
C 2.19 0.00 0.12
C 2.67 -0.10 -1.30
N 1.00 -0.68 0.59
C -0.04 -1.42 0.01
O -0.05 -2.57 -0.29
C -1.36 -0.70 0.03
C -2.58 -1.44 -0.03
C -3.76 -0.70 -0.06
C -3.73 0.68 0.13
C -2.49 1.34 0.08
C -1.28 0.70 0.09
C -0.10 1.45 0.16
O -0.01 2.58 -0.21
N 0.99 0.71 0.53
H 3.42 1.17 1.27
H 4.30 -0.10 0.56
H 3.21 -0.40 2.00
H 1.85 -0.15 -1.97
H 3.32 -1.09 -1.41
H 3.36 0.72 -1.74
H -2.63 -2.52 -0.24
H -4.68 -1.32 -0.04
H -4.47 1.23 0.58
H -2.51 2.48 0.15

## Properties
- highest occupied orbital energy (eV) = -9.069
- ΔE to the lowest compared entry with this formula, charge and spin (kJ/mol) = 315.04
- SMILES = CC1(C)n2c(=O)c3ccccc3c(=O)n21
- Kohn-Sham gap (eV) = 9.01

***

No. 2
The following is a DFT calculation (ωB97M-V with the def2-TZVPD basis set) of C24H33Cl2MnNO4P as an isolated structure.

Positions of all 66 atoms, in Å:
Mn -0.16 0.10 -0.75
C 0.57 2.00 -5.56
C -0.77 1.43 -5.08
C -1.24 0.34 -6.05
C -1.81 2.55 -5.02
C -0.60 0.85 -3.74
C -0.46 0.37 -2.64
H 0.45 2.43 -6.56
H 1.33 1.22 -5.60
H 0.92 2.78 -4.88
H -1.37 0.76 -7.05
H -2.20 -0.08 -5.73
H -0.52 -0.47 -6.10
H -1.97 2.98 -6.01
H -1.48 3.34 -4.34
H -2.77 2.17 -4.65
C 0.74 4.18 1.87
C -0.66 3.60 1.86
C -1.58 4.34 2.83
C -1.24 3.59 0.46
O -0.49 2.25 2.34
P -1.57 1.09 2.13
O -2.97 1.55 2.24
O -1.21 0.41 0.81
O -1.21 0.10 3.32
C 0.07 -0.40 3.78
C 0.60 0.57 4.83
C 1.08 -0.58 2.65
C -0.27 -1.75 4.41
H 0.72 5.21 1.51
H 1.39 3.59 1.21
H 1.15 4.17 2.88
H -1.72 5.37 2.50
H -1.14 4.35 3.83
H -2.55 3.84 2.88
H -1.32 4.62 0.11
H -2.22 3.13 0.44
H -0.57 3.05 -0.22
H 0.73 1.55 4.39
H 1.56 0.22 5.21
H -0.10 0.64 5.66
H 1.33 0.37 2.18
H 0.70 -1.26 1.89
H 2.00 -1.00 3.07
H -0.99 -1.62 5.21
H 0.63 -2.21 4.82
H -0.69 -2.41 3.66
Cl 1.67 1.40 -0.46
C 3.75 2.03 2.27
Cl 4.53 0.84 3.21
H 2.84 2.44 2.66
H 4.00 2.07 1.22
N 0.83 -9.82 -1.07
C 0.69 -8.67 -1.04
C 0.52 -7.25 -1.01
C -0.02 -6.59 -2.12
C -0.18 -5.22 -2.09
C 0.20 -4.48 -0.97
C 0.74 -5.15 0.14
C 0.90 -6.52 0.12
C 0.04 -3.06 -0.94
C -0.06 -1.85 -0.95
H -0.31 -7.16 -2.99
H -0.59 -4.70 -2.94
H 1.03 -4.58 1.00
H 1.32 -7.04 0.97

## Properties
- <S²> = 8.842
- multiplicity = 6
- highest occupied orbital energy (spin up / spin down) (eV) = -6.026 / -6.612
- charge = -1
- Kohn-Sham gap (spin up / spin down) (eV) = 7.80 / 8.55

***

No. 3
The following is a DFT calculation (ωB97M-V with the def2-TZVPD basis set) of C40H34As2BaFNS2 as an isolated structure at a distorted geometry.

Positions of all 81 atoms, in Å:
Ba -0.77 -0.06 0.55
C 0.89 2.56 -3.71
C -0.50 2.03 -4.01
As -0.70 0.17 -3.37
C -2.22 -0.28 -4.53
C -3.35 0.52 -4.48
C -4.47 0.23 -5.25
C -4.46 -0.88 -6.08
C -3.34 -1.70 -6.13
C -2.24 -1.41 -5.35
C 0.75 -0.62 -4.42
C 1.77 -1.27 -3.74
C 2.80 -1.89 -4.42
C 2.82 -1.86 -5.81
C 1.82 -1.20 -6.50
C 0.79 -0.58 -5.81
As 1.23 2.67 -1.76
C -0.06 4.10 -1.35
C -0.31 5.17 -2.20
C -1.26 6.12 -1.88
C -1.97 6.02 -0.69
C -1.72 4.98 0.18
C -0.76 4.03 -0.15
C 2.84 3.79 -1.95
C 2.93 5.08 -1.44
C 4.09 5.82 -1.61
C 5.17 5.27 -2.29
C 5.09 3.98 -2.79
C 3.93 3.25 -2.61
H 1.04 3.55 -4.17
H 1.65 1.89 -4.15
H -0.70 2.07 -5.09
H -1.25 2.65 -3.51
H -3.37 1.38 -3.81
H -5.34 0.86 -5.20
H -5.32 -1.11 -6.69
H -3.34 -2.57 -6.77
H -1.37 -2.06 -5.38
H 1.74 -1.29 -2.65
H 3.57 -2.41 -3.88
H 3.61 -2.37 -6.35
H 1.83 -1.18 -7.58
H 0.00 -0.07 -6.36
H 0.24 5.27 -3.12
H -1.44 6.95 -2.55
H -2.71 6.77 -0.45
H -2.25 4.91 1.11
H -0.54 3.22 0.55
H 2.09 5.50 -0.90
H 4.15 6.82 -1.21
H 6.07 5.85 -2.43
H 5.94 3.55 -3.30
H 3.88 2.23 -2.99
S 0.11 -1.11 3.08
C 1.06 0.25 3.29
N 1.32 1.15 2.38
C 2.12 2.15 2.84
C 2.59 3.23 2.11
C 3.38 4.17 2.74
C 3.71 4.06 4.08
C 3.26 2.98 4.83
C 2.48 2.03 4.20
S 1.80 0.58 4.87
H 2.33 3.32 1.05
H 3.75 5.01 2.17
H 4.32 4.81 4.56
H 3.52 2.88 5.88
F 2.85 -5.63 -0.22
C 1.73 -4.85 -0.28
C 1.33 -4.34 -1.50
C 0.19 -3.56 -1.56
C -0.57 -3.29 -0.41
C -1.76 -2.47 -0.47
C -0.12 -3.83 0.81
C 1.02 -4.60 0.88
H 1.91 -4.56 -2.38
H -0.15 -3.18 -2.52
H -2.53 -2.79 0.22
H -2.15 -2.34 -1.48
H -0.67 -3.63 1.72
H 1.37 -5.00 1.82

## Properties
- highest occupied orbital energy (eV) = -5.946
- Kohn-Sham gap (eV) = 5.51

***

Summary of molar mass in g/mol
202.2 556.3 899.0
(order as listed above)
Summary of calculated total energy in eV
-18641.3657 -100760.4813 -190281.0508
(order as listed above)